62
Properties=species:S:1:pos:R:3 method="wB97M-V/def2-TZVPD" gap_ha="0.184 / 0.177" charge=+1 multiplicity=6 lumo_ev="-3.051 / -5.399" s_squared=8.8368 de_lowest_kj_mol=50.2
Os -0.997 2.632 0.785
Te -1.266 -0.972 0.559
Br 3.392 -2.608 3.763
S -4.436 2.665 1.055
O -0.993 1.257 -1.420
O -0.822 1.442 2.346
N 1.008 2.485 0.440
N 0.955 0.655 -2.413
N -0.821 4.055 -0.664
N -0.699 1.741 -3.606
C -0.280 1.212 -2.437
C -0.852 -5.840 0.718
C -3.659 -3.301 0.564
C 0.870 -1.303 3.989
C -2.262 -3.864 0.608
C 2.376 -0.372 2.352
C 1.435 -2.821 0.577
C 2.090 5.012 -2.744
C 0.276 -5.022 0.700
C -1.769 4.847 -1.173
C 1.797 1.525 0.951
C 1.431 0.603 1.975
C -2.902 2.694 0.947
C -0.733 -7.332 0.788
C 0.775 5.005 -2.239
C 0.452 4.137 -1.166
C 0.164 0.607 2.653
C 3.044 4.200 -2.172
C 2.743 3.354 -1.106
C -2.107 -5.238 0.669
C 0.174 -3.645 0.637
C 2.094 -1.300 3.327
C -0.074 -0.354 3.646
C -1.517 5.749 -2.198
C 1.447 3.299 -0.583
C -1.107 -3.059 0.597
C -0.254 5.828 -2.739
H 2.804 1.415 0.568
H -1.181 -7.791 -0.094
H -1.261 -7.714 1.663
H 1.691 -2.614 -0.467
H 0.667 -2.034 4.758
H 0.308 -7.645 0.848
H 1.581 0.749 -3.193
H -1.033 -0.325 4.148
H -0.194 1.608 -4.464
H -4.206 -3.574 1.467
H -3.666 -2.213 0.478
H -4.203 -3.711 -0.287
H -0.034 6.521 -3.541
H -2.319 6.378 -2.556
H -2.993 -5.864 0.683
H 4.058 4.225 -2.551
H 3.336 -0.390 1.852
H -2.759 4.747 -0.751
H 1.259 -5.476 0.739
H -1.650 2.059 -3.661
H 1.361 0.474 -1.510
H 1.320 -1.869 1.102
H 3.536 2.759 -0.678
H 2.338 5.667 -3.568
H 2.267 -3.356 1.030

***

69
Properties=species:S:1:pos:R:3 method="wB97M-V/def2-TZVPD" gap_ha="0.105 / 0.221" charge=-2 multiplicity=8 lumo_ev="2.529 / 3.836" s_squared=15.8065 de_lowest_kj_mol=202.9
Eu -1.546 -0.167 -0.090
Cl -4.735 0.412 -0.303
S 0.046 0.963 6.673
S -1.276 -3.138 0.529
S 1.396 -1.904 -0.093
O -4.183 -0.887 -0.550
O -3.627 1.108 0.483
O -5.953 0.411 0.435
O -4.902 1.070 -1.570
O -1.478 -0.781 -2.259
O -1.235 0.883 -3.726
N 3.210 -5.338 -0.741
N -0.798 0.412 2.233
N 4.093 2.965 7.109
N -0.966 2.123 -0.928
N -2.647 3.780 -1.839
N -0.591 -6.310 -1.957
C -3.304 3.440 -3.094
C 2.673 1.503 5.909
C -1.264 1.483 2.910
C 1.414 -3.168 -4.141
C 2.750 -1.275 -3.679
C 3.896 2.123 6.165
C 0.211 -2.413 -4.168
C 1.844 2.731 7.847
C -3.394 4.426 -0.754
C -1.785 2.898 -1.315
C 1.586 -0.492 -3.547
C 3.886 -3.506 -3.887
C -0.204 0.785 4.957
C -0.085 -5.404 -1.390
C 1.762 0.963 -3.154
C -1.142 -3.072 -4.428
C 1.619 1.802 6.805
C 3.117 3.269 7.915
C 0.786 -4.418 -0.765
C 0.300 -3.213 -0.186
C -0.975 1.661 4.258
C -0.909 -0.237 -3.277
C 0.301 -0.372 4.272
C 2.678 -2.636 -3.855
C -0.015 -0.480 2.925
C 2.103 -4.898 -0.673
C 0.329 -1.044 -3.807
H -1.109 -4.160 -4.256
H -3.717 4.391 -3.512
H 4.855 -2.918 -3.813
H -2.639 4.733 0.036
H -3.991 5.255 -1.063
H 0.918 -1.101 4.821
H 1.360 1.622 -3.935
H 3.893 -4.160 -3.014
H 2.772 1.304 -2.907
H 3.729 -0.804 -3.501
H -1.421 -2.852 -5.447
H -1.877 2.246 2.401
H -4.077 2.631 -3.050
H 4.735 1.949 5.535
H 3.797 -4.223 -4.730
H 1.115 2.911 8.596
H 1.284 -4.231 -4.261
H 0.391 -1.273 2.298
H -1.433 2.518 4.741
H 1.118 1.112 -2.269
H 2.477 0.831 5.085
H -4.090 3.703 -0.242
H 3.308 3.965 8.767
H -1.884 -2.549 -3.793
H -2.498 3.046 -3.734

***

59
Properties=species:S:1:pos:R:3 method="wB97M-V/def2-TZVPD" gap_ha="0.137 / 0.220" charge=-2 multiplicity=5 lumo_ev="4.894 / 4.659" s_squared=6.1628
Fe 3.175 4.183 1.106
O -0.766 -0.970 2.671
O 1.464 -0.782 2.173
O 4.792 1.738 0.564
O 4.936 5.602 2.732
O 2.853 2.353 3.332
N -1.351 -0.793 -0.072
C -6.003 -2.371 -0.094
C -5.098 -2.004 0.901
C 0.622 1.269 0.304
C -1.176 -2.090 -2.123
C 0.968 4.144 1.485
C -0.679 -3.898 -3.717
C -3.337 -1.851 -0.734
C 2.965 3.170 2.511
C -0.538 2.008 0.934
C -1.915 -1.517 -0.962
C 0.116 -0.816 1.851
C 1.367 1.987 -0.759
C 3.711 -1.623 1.892
C -4.238 -2.223 -1.762
C 1.619 3.371 -0.863
C 0.392 -3.155 -4.236
C -0.323 3.344 1.597
C -5.581 -2.461 -1.434
C 0.687 -1.887 -3.706
C -3.781 -1.725 0.582
C -1.463 -3.349 -2.686
C 2.263 -1.997 2.157
C -0.068 -0.458 0.357
C 1.306 4.436 0.088
C -0.101 -1.347 -2.673
C 4.415 2.820 0.755
C 4.047 5.438 1.953
H -3.902 -2.307 -2.806
H -2.284 -3.939 -2.299
H 0.738 -0.802 -0.252
H -3.065 -1.421 1.337
H 1.026 -3.572 -5.032
H 2.032 1.357 -1.402
H 2.234 3.723 -1.711
H 4.309 -2.549 1.918
H 1.002 4.960 2.250
H -0.508 3.249 2.677
H -5.395 -1.933 1.940
H 1.540 -1.292 -4.079
H 1.883 -2.668 1.376
H 3.832 -1.179 0.890
H -6.293 -2.728 -2.221
H -1.096 3.982 1.146
H -1.329 2.066 0.222
H -0.878 -4.896 -4.121
H -0.989 1.321 1.640
H 4.100 -0.918 2.645
H 2.165 -2.479 3.137
H 1.459 0.956 1.003
H -7.035 -2.594 0.159
H 0.091 -0.332 -2.285
H 1.086 5.449 -0.256

***

68
Properties=species:S:1:pos:R:3 method="wB97M-V/def2-TZVPD" gap_ha="0.211 / 0.187" charge=+1 multiplicity=2 lumo_ev="-5.272 / -5.927" s_squared=0.7616 de_lowest_kj_mol=76.8
Ir -0.350 0.359 0.516
S 2.430 0.184 2.721
S 4.281 0.289 0.430
O 3.502 0.320 -3.349
O -2.106 -0.488 0.369
O -3.011 -6.484 -0.094
O -3.527 -1.550 1.692
O 2.681 -4.242 -0.219
O 0.247 -1.349 1.233
O -1.009 -7.263 -0.243
O 2.553 -2.498 1.037
O -0.236 0.620 -1.383
N 1.667 0.457 0.193
N -1.807 -6.376 -0.059
N 2.070 -3.453 0.458
N 2.016 0.454 -1.163
C -2.504 -1.598 1.087
C 0.150 2.488 1.940
C 4.194 0.354 3.129
C -4.119 1.839 -0.573
C 0.608 -3.608 0.517
C -2.989 4.089 -0.645
C 4.975 -0.289 2.003
C -1.270 -5.043 0.250
C -0.457 2.106 3.124
C -1.981 2.300 0.727
C 0.259 2.076 4.433
C 0.095 -4.861 0.214
C 2.655 0.340 1.017
C 1.226 0.434 -6.138
C -0.081 0.534 -4.139
C 2.384 0.380 -5.400
C -0.023 0.508 -5.513
C 0.981 0.515 -1.909
C -2.146 -4.019 0.557
C -1.843 1.793 3.089
C -2.582 1.885 1.941
C -1.614 -2.768 0.835
C -2.783 2.573 -0.524
C -0.230 -2.549 0.851
C 2.332 0.395 -4.001
C -0.603 2.601 0.737
C 1.090 0.483 -3.362
H -1.032 0.591 -3.629
H -2.171 2.242 -1.369
H -2.045 4.631 -0.699
H -3.632 1.634 1.955
H 1.286 0.417 -7.217
H 6.025 -0.002 2.026
H -3.215 -4.183 0.578
H 1.295 2.387 4.335
H 1.188 2.794 1.931
H -4.562 1.963 -1.559
H 4.354 -0.163 4.073
H 0.228 1.078 4.872
H 0.755 -5.680 -0.036
H -3.551 4.469 0.208
H -3.557 4.311 -1.546
H 3.334 0.321 -2.385
H 4.885 -1.375 2.024
H -0.174 3.091 -0.130
H -0.928 0.541 -6.101
H 4.436 1.409 3.246
H -4.826 2.250 0.149
H -0.238 2.751 5.131
H -4.006 0.775 -0.381
H 3.354 0.323 -5.869
H -2.328 1.487 4.006

***

How do the records compare in E? In the order shown, they have -129091.215 -113982.329 -74511.950 -77288.784 eV.